Density functional theory data (ωB97M-V/def2-TZVPD) for a cluster of 2 separate species, C7H19N in total.

Last column: Löwdin charge in e.
CARTESIAN COORDINATES (ANGSTROEM)
C 1.812 -3.349 0.632  -0.0857
C 0.716 -2.286 0.695  -0.5226
C 1.093 -1.168 1.656  -0.0830
N 0.400 -1.699 -0.611  0.0287
H 2.003 -3.789 1.613  0.0723
H 1.531 -4.160 -0.042  0.0691
H 2.739 -2.900 0.266  0.0758
H -0.202 -2.753 1.064  0.1285
H 0.276 -0.451 1.743  0.0653
H 1.318 -1.568 2.644  0.0751
H 1.976 -0.632 1.295  0.0788
H 0.210 -2.435 -1.285  0.0718
H 1.206 -1.181 -0.951  0.0738
C -0.192 2.803 -1.549  -0.0955
C -0.754 1.934 -0.425  -0.5074
C -1.407 2.801 0.646  -0.0942
C -1.742 0.919 -0.989  -0.1078
H 0.301 2.189 -2.305  0.0717
H -0.993 3.366 -2.035  0.0782
H 0.530 3.531 -1.173  0.0727
H 0.080 1.375 0.009  0.1058
H -1.825 2.190 1.449  0.0722
H -2.229 3.377 0.216  0.0781
H -0.686 3.492 1.087  0.0732
H -1.262 0.310 -1.753  0.0583
H -2.100 0.234 -0.218  0.0693
H -2.609 1.420 -1.429  0.0775

Atomic forces in eV per Å
C -0.094 0.014 0.010
C 0.103 -0.007 0.033
C -0.107 -0.002 -0.048
N 0.026 -0.085 0.077
H 0.020 0.038 0.010
H 0.021 0.022 -0.037
H 0.039 -0.043 0.010
H -0.012 -0.012 -0.032
H 0.018 0.009 0.017
H 0.017 0.027 0.021
H 0.022 -0.025 0.006
H 0.024 0.084 -0.013
H -0.029 -0.054 -0.042
C -0.006 0.046 0.090
C -0.078 0.040 -0.241
C 0.061 -0.159 0.081
C 0.011 -0.005 0.008
H 0.002 0.028 -0.038
H -0.017 -0.044 -0.034
H 0.025 -0.041 0.011
H -0.022 0.023 0.123
H 0.027 -0.004 0.015
H 0.031 0.062 -0.011
H -0.050 0.058 -0.003
H -0.059 -0.030 -0.039
H 0.002 0.018 0.029
H 0.026 0.041 -0.004

- E (a.u.) = -332.859306
- largest force on an atom (eV/Å) = 0.256
- energy relative to the best compared isomer or geometry (same formula, charge and spin) (kcal per mole) = 0.0
- SMILES = CC(C)C.CC(C)N
- total charge = 0